{
  "formula": "C32H57O5Si4Tl",
  "method": "ωB97M-V with the def2-TZVPD basis set",
  "total_charge": -2,
  "mol_weight_g_mol": 838.53,
  "e_tot_ha": -2960.1457,
  "elements": ["C", "C", "C", "C", "H", "H", "C", "H", "H", "C", "H", "H", "C", "C", "C", "O", "O", "O", "O", "C", "H", "H", "H", "C", "H", "H", "H", "O", "H", "H", "C", "C", "H", "H", "H", "H", "H", "H", "Tl", "C", "C", "C", "H", "C", "C", "H", "H", "H", "H", "C", "C", "C", "H", "C", "C", "H", "H", "H", "H", "C", "Si", "C", "C", "Si", "Si", "C", "C", "C", "Si", "C", "C", "C", "H", "H", "H", "H", "H", "H", "H", "H", "H", "H", "H", "H", "H", "H", "H", "H", "H", "H", "H", "H", "H", "H", "H", "H", "H", "H", "H"],
  "xyz": [[-0.78, -0.91, -6.75], [0.09, -0.51, -5.56], [-1.69, -2.08, -6.25], [-0.93, -2.67, -5.04], [-1.78, -2.80, -7.07], [-2.68, -1.70, -5.99], [0.38, -1.85, -4.88], [-0.48, 0.15, -4.89], [0.99, 0.01, -5.89], [0.67, -1.72, -3.41], [1.20, -2.33, -5.42], [-0.67, -3.71, -5.27], [-1.58, -2.63, -3.63], [-1.51, 0.24, -7.42], [0.11, -1.31, -7.94], [-0.07, -2.26, -8.67], [-1.56, 1.38, -7.00], [-2.01, -0.15, -8.61], [1.10, -0.39, -8.13], [1.61, -0.31, -9.48], [2.13, 0.65, -9.53], [0.78, -0.32, -10.20], [2.29, -1.16, -9.69], [-2.60, 0.91, -9.36], [-3.51, 1.26, -8.86], [-2.84, 0.48, -10.33], [-1.91, 1.75, -9.48], [-0.54, -2.08, -2.72], [0.96, -0.70, -3.10], [1.48, -2.41, -3.10], [-1.90, -4.05, -3.14], [-2.82, -1.74, -3.46], [-3.65, -2.09, -4.08], [-2.60, -0.70, -3.71], [-3.15, -1.78, -2.41], [-2.15, -4.05, -2.07], [-1.03, -4.71, -3.28], [-2.75, -4.48, -3.69], [-0.70, -1.22, -0.25], [2.37, -0.74, 1.52], [2.47, -1.50, 0.33], [2.77, -0.62, -0.75], [2.41, -2.59, 0.27], [2.83, 0.71, -0.21], [2.60, 0.63, 1.18], [2.58, 1.47, 1.88], [2.17, -1.12, 2.52], [2.97, -0.89, -1.78], [2.99, 1.62, -0.78], [-1.49, 1.87, 0.62], [-0.44, 2.58, 1.27], [0.48, 2.99, 0.26], [-0.34, 2.77, 2.33], [0.02, 2.52, -0.99], [-1.21, 1.83, -0.78], [-1.82, 1.37, -1.55], [-2.36, 1.44, 1.12], [1.39, 3.57, 0.44], [0.51, 2.66, -1.95], [-2.52, 2.69, 4.46], [-1.77, 1.17, 5.28], [-2.01, 1.31, 7.15], [-2.72, -0.33, 4.62], [0.41, 0.74, 4.55], [1.75, 2.44, 5.42], [1.72, 2.50, 7.31], [3.52, 2.20, 4.78], [1.11, 4.06, 4.69], [1.10, -1.19, 5.66], [0.57, -1.35, 7.46], [0.33, -2.60, 4.66], [2.98, -1.38, 5.57], [-3.54, 2.83, 4.86], [-2.61, 2.55, 3.37], [-1.96, 3.61, 4.64], [-3.09, 1.35, 7.35], [-1.60, 0.46, 7.71], [-1.57, 2.23, 7.56], [-2.65, -0.37, 3.53], [-2.36, -1.28, 5.03], [-3.78, -0.21, 4.89], [2.11, 1.58, 7.76], [2.38, 3.33, 7.63], [0.72, 2.69, 7.71], [3.59, 2.49, 3.72], [4.20, 2.84, 5.35], [3.87, 1.16, 4.87], [1.22, 4.07, 3.60], [0.06, 4.25, 4.94], [1.71, 4.89, 5.09], [-0.51, -1.50, 7.57], [1.07, -2.24, 7.88], [0.86, -0.48, 8.08], [0.66, -2.57, 3.61], [0.66, -3.55, 5.10], [-0.77, -2.57, 4.67], [3.35, -1.45, 4.54], [3.51, -0.57, 6.08], [3.24, -2.33, 6.08]],
  "lowdin_charge": [-0.242, -0.050, -0.022, -0.153, 0.122, 0.118, -0.210, 0.149, 0.138, -0.136, 0.156, 0.144, -0.477, -0.424, -0.430, 0.117, 0.140, -0.032, -0.042, -0.026, 0.095, 0.096, 0.098, -0.040, 0.100, 0.091, 0.100, -0.342, 0.127, 0.129, -0.023, -0.023, 0.083, 0.096, 0.080, 0.085, 0.090, 0.090, 0.886, -0.212, -0.296, -0.247, 0.049, -0.192, -0.168, 0.061, 0.031, 0.044, 0.066, -0.259, -0.177, -0.194, 0.032, -0.216, -0.311, 0.034, 0.049, 0.073, 0.060, -0.230, 0.255, -0.247, -0.255, 0.381, 0.254, -0.251, -0.236, -0.243, 0.247, -0.255, -0.250, -0.241, 0.012, 0.012, 0.002, 0.003, -0.004, 0.006, 0.020, -0.005, 0.009, 0.006, 0.001, 0.003, 0.015, 0.009, -0.002, 0.019, -0.001, 0.009, 0.007, 0.003, 0.007, 0.013, 0.009, -0.003, 0.020, 0.005, 0.010]
}

***

{
  "formula": "C32H58BN9OS2",
  "method": "ωB97M-V with the def2-TZVPD basis set",
  "mol_weight_g_mol": 659.82,
  "e_tot_ha": -2643.2021,
  "elements": ["C", "C", "C", "C", "O", "B", "C", "C", "C", "C", "N", "C", "C", "C", "C", "C", "S", "S", "C", "C", "C", "H", "H", "H", "H", "H", "H", "H", "H", "H", "H", "H", "H", "H", "H", "H", "H", "H", "H", "H", "H", "H", "H", "H", "H", "H", "H", "H", "H", "H", "H", "H", "H", "H", "H", "C", "C", "N", "H", "H", "H", "C", "C", "N", "H", "H", "H", "C", "C", "N", "H", "H", "H", "C", "C", "N", "H", "H", "H", "C", "C", "N", "H", "H", "H", "C", "C", "N", "H", "H", "H", "C", "C", "N", "H", "H", "H", "C", "C", "N", "H", "H", "H"],
  "xyz": [[-0.82, 5.93, -2.11], [-2.04, 5.34, -2.95], [-2.85, 4.28, -2.06], [-2.26, 2.80, -2.24], [-1.86, 2.21, -0.96], [-1.72, 0.81, -1.18], [-1.39, -0.29, -0.06], [-1.32, 0.27, 1.44], [-2.52, -0.36, 2.25], [-2.30, -0.34, 3.84], [-1.41, -1.43, 4.32], [-2.25, -2.65, 4.45], [-1.43, -4.01, 4.22], [-2.04, -5.09, 5.22], [-1.35, -6.53, 5.13], [-0.71, -1.10, 5.53], [-0.57, -2.13, 6.86], [0.20, 0.51, 5.77], [0.92, 1.05, 4.16], [2.19, 0.23, 3.66], [2.61, -0.99, 4.58], [-0.39, 5.10, -1.47], [-1.24, 6.77, -1.47], [-0.03, 6.34, -2.80], [-2.75, 6.20, -3.14], [-1.68, 4.88, -3.92], [-3.94, 4.27, -2.35], [-2.73, 4.56, -0.97], [-1.40, 2.83, -2.98], [-3.08, 2.18, -2.73], [-1.85, 0.41, -2.30], [-0.37, -0.75, -0.31], [-2.13, -1.15, -0.16], [-0.32, -0.05, 1.86], [-1.47, 1.40, 1.43], [-2.63, -1.44, 1.91], [-3.51, 0.16, 2.05], [-3.33, -0.47, 4.32], [-1.98, 0.70, 4.10], [-3.03, -2.66, 3.63], [-2.86, -2.68, 5.41], [-0.34, -3.81, 4.42], [-1.60, -4.33, 3.14], [-3.15, -5.17, 4.99], [-1.93, -4.66, 6.27], [-0.52, -6.57, 4.36], [-2.16, -7.30, 4.90], [-0.94, -6.82, 6.14], [1.27, 2.12, 4.32], [0.08, 1.12, 3.41], [3.09, 0.94, 3.65], [2.02, -0.12, 2.60], [2.77, -0.74, 5.66], [3.62, -1.36, 4.18], [1.90, -1.87, 4.42], [2.98, -1.72, 0.37], [1.72, -2.51, 0.22], [0.74, -3.12, 0.09], [3.45, -1.96, 1.32], [3.67, -1.96, -0.44], [2.75, -0.65, 0.35], [6.03, -4.67, 0.33], [5.94, -3.39, -0.42], [5.90, -2.38, -1.03], [5.03, -4.97, 0.66], [6.44, -5.45, -0.30], [6.67, -4.54, 1.21], [2.36, -4.32, 8.53], [3.51, -4.05, 7.62], [4.40, -3.84, 6.91], [2.05, -3.40, 9.03], [1.52, -4.72, 7.96], [2.65, -5.05, 9.29], [-1.81, 5.94, -7.61], [-2.53, 6.45, -6.41], [-3.09, 6.84, -5.46], [-0.81, 6.35, -7.64], [-1.75, 4.86, -7.58], [-2.34, 6.24, -8.51], [-3.40, 4.80, -11.80], [-2.71, 3.96, -10.78], [-2.17, 3.30, -9.99], [-3.09, 4.49, -12.80], [-4.48, 4.68, -11.71], [-3.14, 5.85, -11.65], [-3.92, -6.60, 1.60], [-4.47, -5.39, 2.28], [-4.89, -4.44, 2.81], [-4.74, -7.20, 1.22], [-3.28, -6.30, 0.78], [-3.34, -7.19, 2.31], [2.92, 4.96, -8.07], [1.60, 5.46, -8.56], [0.58, 5.85, -8.94], [2.94, 3.87, -8.10], [3.72, 5.35, -8.70], [3.08, 5.28, -7.04], [5.64, 1.26, -1.87], [5.16, 1.85, -3.15], [4.78, 2.31, -4.15], [5.18, 1.78, -1.03], [5.37, 0.20, -1.83], [6.72, 1.36, -1.80]],
  "lowdin_charge": [-0.122, -0.275, -0.168, -0.215, -0.036, -0.231, -0.138, -0.198, -0.164, -0.200, -0.155, -0.251, -0.198, -0.272, -0.124, -0.982, 0.611, 0.825, -0.460, -0.277, -0.154, 0.070, 0.076, 0.069, 0.072, 0.087, 0.107, 0.114, 0.127, 0.115, 0.087, 0.076, 0.107, 0.085, 0.113, 0.104, 0.125, 0.133, 0.102, 0.093, 0.116, 0.092, 0.105, 0.093, 0.074, 0.073, 0.062, 0.066, 0.086, 0.032, 0.107, 0.072, 0.066, 0.072, 0.070, -0.072, -0.258, 0.130, 0.074, 0.030, 0.073, -0.052, -0.234, 0.128, 0.081, 0.083, 0.084, -0.073, -0.264, 0.110, 0.075, 0.066, 0.076, -0.105, -0.239, 0.121, 0.012, 0.066, 0.069, -0.066, -0.263, 0.126, 0.078, 0.078, 0.077, -0.057, -0.255, 0.137, 0.079, 0.082, 0.070, -0.052, -0.209, 0.126, 0.083, 0.079, 0.082, -0.071, -0.267, 0.104, 0.076, 0.044, 0.078]
}

***

{
  "formula": "C32H58Br2CuN2O2Si4",
  "method": "ωB97M-V with the def2-TZVPD basis set",
  "total_charge": -1,
  "mol_weight_g_mol": 838.53,
  "relative_energy_ev": 0.572,
  "elements": ["Cu", "C", "Si", "C", "C", "C", "Si", "C", "C", "C", "Si", "C", "C", "C", "C", "C", "C", "C", "N", "H", "H", "H", "H", "H", "H", "H", "H", "H", "H", "H", "H", "H", "H", "H", "H", "H", "H", "H", "H", "H", "H", "H", "H", "H", "H", "H", "H", "Br", "C", "C", "N", "C", "C", "C", "C", "O", "O", "H", "H", "H", "C", "C", "C", "C", "Si", "Br", "C", "C", "C", "C", "C", "C", "C", "C", "H", "H", "H", "H", "H", "H", "H", "H", "H", "H", "H", "H", "H", "H", "H", "H", "H", "H", "H", "H", "H", "H", "H", "H", "H", "H", "H"],
  "xyz": [[-1.14, -1.86, 0.46], [-2.26, -0.26, -4.26], [-1.60, -0.35, -2.44], [0.24, 0.20, -2.54], [-2.52, 1.08, -1.55], [-1.81, -2.01, -1.58], [-0.88, -3.47, -2.35], [-1.76, -4.14, -3.93], [0.92, -3.10, -2.87], [-0.74, -4.94, -1.13], [-3.58, -2.36, -1.11], [-4.03, -4.11, -0.45], [-5.00, -1.97, -2.36], [-3.93, -1.28, 0.44], [-5.19, -0.89, 0.86], [-5.36, -0.17, 2.03], [-4.23, 0.20, 2.74], [-2.99, -0.20, 2.25], [-2.85, -0.93, 1.15], [-2.07, 0.70, -4.73], [-3.32, -0.45, -4.30], [-1.77, -1.02, -4.86], [0.35, 1.26, -2.34], [0.67, 0.01, -3.52], [0.81, -0.35, -1.81], [-2.45, 2.03, -2.08], [-2.12, 1.23, -0.55], [-3.58, 0.85, -1.44], [-1.85, -3.35, -4.66], [-2.76, -4.48, -3.69], [-1.23, -4.97, -4.39], [0.97, -2.28, -3.58], [1.40, -3.96, -3.33], [1.51, -2.82, -2.01], [-1.64, -5.54, -1.09], [-0.56, -4.53, -0.14], [0.09, -5.60, -1.37], [-3.94, -4.87, -1.21], [-5.04, -4.14, -0.05], [-3.35, -4.37, 0.36], [-4.79, -2.46, -3.31], [-5.08, -0.91, -2.55], [-5.97, -2.32, -2.02], [-6.05, -1.16, 0.25], [-6.35, 0.11, 2.37], [-4.30, 0.78, 3.65], [-2.07, 0.09, 2.75], [-0.01, -8.12, 3.22], [1.13, -6.58, 3.16], [2.45, -6.70, 3.58], [3.27, -5.66, 3.57], [2.82, -4.49, 3.13], [1.53, -4.29, 2.67], [0.65, -5.37, 2.70], [1.05, -2.94, 2.11], [1.83, -1.99, 2.13], [-0.14, -2.99, 1.69], [2.85, -7.64, 3.93], [3.53, -3.68, 3.15], [-0.36, -5.23, 2.35], [-0.19, 5.17, 0.63], [0.94, 4.61, -0.25], [0.26, 4.02, -1.48], [1.83, 5.78, -0.68], [1.91, 3.23, 0.74], [0.34, 1.63, 1.04], [2.33, 3.73, 2.58], [3.21, 2.65, 3.23], [1.08, 3.81, 3.47], [3.05, 5.08, 2.65], [3.42, 2.46, -0.24], [3.23, 2.49, -1.76], [3.55, 0.98, 0.15], [4.75, 3.17, 0.06], [-0.85, 5.79, 0.02], [0.19, 5.79, 1.43], [-0.79, 4.37, 1.05], [-0.33, 4.78, -1.99], [-0.41, 3.21, -1.21], [0.98, 3.64, -2.20], [1.25, 6.50, -1.26], [2.66, 5.45, -1.30], [2.24, 6.30, 0.19], [2.75, 1.67, 3.13], [3.32, 2.85, 4.29], [4.20, 2.60, 2.79], [0.59, 2.85, 3.54], [0.36, 4.53, 3.10], [1.37, 4.12, 4.47], [3.91, 5.11, 1.98], [3.41, 5.27, 3.66], [2.38, 5.89, 2.37], [2.33, 1.96, -2.04], [4.07, 1.97, -2.23], [3.21, 3.50, -2.14], [2.66, 0.42, -0.11], [3.73, 0.83, 1.21], [4.38, 0.53, -0.39], [4.71, 4.21, -0.26], [5.55, 2.68, -0.49], [5.00, 3.13, 1.11]],
  "lowdin_charge": [0.264, -0.182, 0.435, -0.187, -0.184, -0.493, 0.429, -0.185, -0.181, -0.173, 0.489, -0.171, -0.183, -0.291, -0.070, -0.075, -0.063, -0.125, 0.007, 0.016, 0.003, 0.002, -0.016, 0.023, 0.010, 0.021, -0.027, 0.008, 0.001, 0.007, 0.015, 0.001, 0.020, 0.023, 0.008, -0.006, 0.025, 0.014, 0.022, 0.022, 0.017, 0.011, 0.014, 0.096, 0.100, 0.097, 0.101, 0.680, -0.655, -0.216, 0.054, -0.089, -0.088, -0.056, -0.629, 0.015, -0.104, 0.093, 0.113, 0.110, -0.117, -0.627, -0.119, -0.089, 0.528, 0.588, -0.631, -0.105, -0.132, -0.095, -0.609, -0.098, -0.117, -0.097, 0.083, 0.063, 0.058, 0.086, 0.030, 0.056, 0.083, 0.063, 0.062, 0.073, 0.085, 0.058, 0.041, 0.053, 0.083, 0.065, 0.083, 0.063, 0.050, 0.088, 0.065, 0.043, 0.068, 0.087, 0.073, 0.085, 0.053]
}

***

{
  "formula": "C32H58N3O10S",
  "method": "ωB97M-V with the def2-TZVPD basis set",
  "total_charge": 1,
  "mol_weight_g_mol": 676.89,
  "e_tot_ha": -2568.6477,
  "elements": ["C", "C", "C", "C", "C", "C", "N", "N", "C", "C", "C", "C", "S", "O", "O", "O", "C", "O", "C", "C", "O", "C", "C", "C", "N", "C", "C", "O", "C", "C", "O", "H", "H", "H", "H", "H", "H", "H", "H", "H", "H", "H", "H", "H", "H", "H", "H", "H", "H", "H", "H", "H", "H", "H", "H", "H", "H", "H", "H", "H", "H", "H", "H", "H", "H", "C", "C", "C", "O", "C", "H", "H", "H", "H", "H", "H", "H", "H", "C", "C", "C", "O", "C", "H", "H", "H", "H", "H", "H", "H", "H", "C", "C", "C", "O", "C", "H", "H", "H", "H", "H", "H", "H", "H"],
  "xyz": [[4.97, -1.89, 0.13], [3.98, -1.47, 1.20], [3.50, -0.02, 1.05], [2.45, 0.31, 2.13], [1.24, 1.09, 1.63], [0.71, 0.58, 0.34], [0.72, -0.72, 0.15], [0.33, -1.38, -0.94], [-0.14, -0.62, -1.88], [-0.60, -1.31, -3.14], [0.53, -1.67, -4.11], [1.67, -2.51, -3.56], [1.17, -4.16, -3.15], [0.93, -4.86, -4.36], [0.14, -4.16, -2.17], [2.47, -4.79, -2.49], [-0.26, 0.79, -1.79], [-0.75, 1.46, -2.84], [-2.20, 1.68, -2.93], [-3.04, 0.94, -1.92], [-4.37, 1.23, -2.26], [-5.30, 0.53, -1.43], [-6.19, -0.41, -2.23], [0.21, 1.43, -0.66], [0.20, 2.83, -0.44], [-1.13, 3.33, -0.08], [-1.59, 2.83, 1.25], [-1.78, 4.05, -0.80], [0.94, 3.66, -1.37], [1.76, 3.06, -2.47], [0.91, 4.86, -1.18], [5.51, -2.76, 0.49], [4.43, -2.23, -0.75], [5.68, -1.11, -0.12], [4.43, -1.54, 2.19], [3.10, -2.10, 1.23], [3.16, 0.17, 0.04], [4.38, 0.60, 1.19], [2.15, -0.58, 2.66], [2.93, 0.93, 2.88], [0.43, 0.96, 2.35], [1.39, 2.16, 1.58], [1.07, -1.30, 0.90], [-1.12, -2.21, -2.83], [-1.31, -0.69, -3.67], [0.95, -0.77, -4.55], [0.07, -2.21, -4.93], [2.42, -2.61, -4.34], [2.16, -2.02, -2.72], [2.39, -4.60, -1.54], [-2.36, 2.75, -2.93], [-2.49, 1.32, -3.91], [-2.87, 1.24, -0.89], [-2.89, -0.14, -2.05], [-5.93, 1.29, -0.96], [-4.77, -0.03, -0.67], [-7.23, -0.15, -2.07], [-6.05, -1.44, -1.92], [-6.01, -0.34, -3.30], [-2.51, 3.30, 1.56], [-0.79, 3.05, 1.95], [-1.67, 1.75, 1.23], [2.58, 3.74, -2.67], [2.17, 2.09, -2.20], [1.18, 2.97, -3.38], [-1.36, -0.43, 5.67], [-2.32, 0.67, 6.14], [-2.12, 1.73, 5.06], [-1.80, 1.02, 3.85], [-1.51, -0.35, 4.16], [-1.60, -1.42, 6.07], [-0.34, -0.18, 5.97], [-3.35, 0.30, 6.12], [-2.11, 1.04, 7.14], [-1.29, 2.39, 5.31], [-3.01, 2.33, 4.90], [-2.34, -0.96, 3.81], [-0.60, -0.65, 3.63], [7.13, -7.33, -0.47], [7.16, -6.61, -1.82], [6.50, -5.28, -1.48], [6.82, -5.01, -0.11], [7.38, -6.18, 0.50], [7.86, -8.13, -0.38], [6.14, -7.76, -0.31], [8.20, -6.45, -2.13], [6.65, -7.14, -2.62], [5.41, -5.35, -1.57], [6.86, -4.46, -2.10], [8.45, -6.02, 0.64], [6.92, -6.34, 1.47], [-5.33, 6.45, 0.64], [-6.67, 5.72, 0.72], [-6.24, 4.37, 1.29], [-5.10, 4.61, 2.12], [-4.63, 5.94, 1.89], [-5.43, 7.54, 0.63], [-4.79, 6.14, -0.25], [-7.33, 6.22, 1.43], [-7.18, 5.63, -0.23], [-5.95, 3.68, 0.48], [-7.03, 3.90, 1.88], [-4.88, 6.55, 2.77], [-3.54, 5.93, 1.78]],
  "lowdin_charge": [-0.083, -0.262, -0.207, -0.169, -0.091, -0.127, 0.133, 0.214, -0.149, -0.103, -0.171, -0.229, 0.564, -0.233, -0.274, -0.141, -0.157, -0.003, -0.062, -0.205, -0.126, -0.230, -0.052, -0.086, 0.091, -0.400, 0.033, 0.152, -0.385, 0.032, 0.125, 0.065, 0.062, 0.082, 0.117, 0.093, 0.102, 0.118, 0.106, 0.123, 0.111, 0.128, 0.167, 0.120, 0.112, 0.124, 0.125, 0.116, 0.089, 0.089, 0.130, 0.137, 0.122, 0.132, 0.109, 0.110, 0.071, 0.069, 0.079, 0.093, 0.094, 0.079, 0.097, 0.080, 0.094, -0.162, -0.159, -0.187, -0.175, -0.209, 0.117, 0.116, 0.119, 0.118, 0.120, 0.122, 0.121, 0.096, -0.167, -0.166, -0.210, -0.162, -0.200, 0.114, 0.114, 0.116, 0.114, 0.105, 0.117, 0.119, 0.116, -0.166, -0.167, -0.205, -0.158, -0.203, 0.115, 0.113, 0.116, 0.114, 0.105, 0.117, 0.119, 0.109]
}